# 1
This record from the Open Molecules 2025 dataset describes C44H120BeNO17 as an isolated structure at a distorted geometry. The level of theory is the ωB97M-V functional and the def2-TZVPD basis.

Last column: Löwdin charge in e.
Atoms and positions in Å:
Be 16.152 19.447 21.681  0.789
C 12.458 18.839 23.482  -0.022
C 11.899 19.925 22.442  -0.394
C 10.406 20.194 22.855  -0.138
C 10.218 21.161 24.021  -0.184
C 11.018 22.394 23.679  -0.161
C 12.557 22.279 23.474  -0.444
N 12.760 21.210 22.437  -0.168
O 14.090 21.000 21.982  -0.321
C 13.201 21.983 24.883  -0.028
C 13.061 23.701 22.999  -0.034
C 11.833 19.324 21.016  -0.041
H 13.544 18.747 23.494  0.028
H 12.213 17.830 23.150  0.053
H 12.204 19.062 24.518  0.057
H 9.923 19.262 23.145  0.105
H 9.922 20.435 21.909  0.102
H 10.568 20.723 24.956  0.086
H 9.215 21.476 24.308  0.083
H 10.863 23.036 24.546  0.105
H 10.693 22.835 22.736  0.114
H 14.286 22.086 24.910  0.067
H 12.792 21.036 25.235  0.055
H 12.825 22.690 25.622  0.060
H 13.251 24.392 23.821  0.072
H 12.310 24.208 22.394  0.057
H 13.974 23.524 22.431  0.067
H 11.420 20.009 20.275  0.058
H 11.232 18.415 21.028  0.069
H 12.762 18.922 20.611  0.053
C 6.542 19.430 23.562  -0.112
C 5.047 19.392 23.404  -0.294
O 4.803 18.339 22.457  -0.086
H 6.952 18.515 23.992  0.070
H 6.907 20.184 24.259  0.051
H 7.119 19.614 22.656  0.073
H 4.685 20.376 23.108  0.107
H 4.544 19.175 24.347  0.113
H 4.809 18.611 21.537  0.080
C 12.807 24.935 28.244  -0.074
C 11.488 24.672 29.047  -0.286
O 11.728 23.570 29.929  -0.089
H 13.689 25.015 28.879  0.066
H 12.881 25.802 27.587  0.054
H 13.085 24.085 27.621  0.045
H 10.622 24.580 28.392  0.077
H 11.300 25.583 29.616  0.099
H 11.058 22.884 29.890  -0.018
C 6.987 23.459 23.466  -0.060
C 6.775 24.214 24.827  -0.313
O 5.416 24.076 25.081  -0.079
H 6.758 22.399 23.571  0.048
H 8.033 23.471 23.159  0.047
H 6.350 24.018 22.781  0.076
H 7.057 25.267 24.801  0.105
H 7.315 23.636 25.577  0.094
H 4.954 24.835 24.717  0.087
C 11.686 18.467 27.795  -0.085
C 12.535 19.463 28.662  -0.279
O 13.376 18.642 29.413  -0.073
H 12.288 18.157 26.941  0.061
H 10.744 18.770 27.339  0.042
H 11.371 17.548 28.289  0.061
H 11.769 19.976 29.244  0.100
H 12.994 20.219 28.025  0.097
H 13.825 17.937 28.941  0.076
O 17.250 21.325 23.034  -0.101
H 18.146 21.578 23.255  0.043
H 16.703 21.986 23.458  0.034
O 12.466 22.501 19.407  -0.042
H 12.132 22.004 20.154  0.010
H 13.087 23.121 19.790  0.045
O 15.620 19.186 24.120  -0.103
H 15.063 19.790 24.610  0.017
H 16.107 18.709 24.792  0.027
C 10.139 26.312 23.274  -0.043
C 9.859 27.271 24.389  -0.444
C 10.128 26.578 25.809  -0.028
O 10.745 28.350 24.125  -0.075
H 10.124 26.857 22.330  0.091
H 9.395 25.517 23.257  0.068
H 11.139 25.897 23.399  0.067
H 8.864 27.710 24.460  0.129
H 9.589 25.634 25.893  0.052
H 9.805 27.127 26.694  0.072
H 11.185 26.327 25.902  0.061
H 10.576 29.155 24.619  0.104
C 12.095 14.975 21.103  -0.037
C 10.643 14.963 20.713  -0.513
C 10.140 14.751 19.292  -0.061
O 10.043 13.897 21.422  -0.054
H 12.144 15.060 22.188  0.064
H 12.363 15.895 20.584  0.072
H 12.615 14.113 20.685  0.094
H 10.251 15.964 20.895  0.121
H 10.459 13.783 18.907  0.081
H 10.586 15.467 18.602  0.070
H 9.070 14.773 19.086  0.081
H 9.103 13.847 21.233  0.088
C 9.300 16.218 26.445  -0.019
C 10.418 15.149 26.100  -0.495
C 10.895 15.089 24.669  -0.066
O 11.569 15.298 26.851  -0.057
H 9.094 16.197 27.515  0.072
H 8.424 16.039 25.821  0.073
H 9.712 17.186 26.159  0.055
H 10.155 14.100 26.234  0.129
H 11.424 14.141 24.575  0.092
H 11.346 15.976 24.223  0.059
H 10.073 15.117 23.953  0.074
H 11.365 15.085 27.765  0.091
C 9.612 22.031 27.407  -0.046
C 8.961 22.079 28.762  -0.449
C 8.129 20.749 28.844  -0.037
O 9.745 22.139 29.917  -0.041
H 10.311 21.198 27.330  0.078
H 9.950 23.033 27.145  0.067
H 8.790 21.867 26.709  0.067
H 8.323 22.961 28.825  0.143
H 8.757 19.858 28.865  0.076
H 7.468 20.679 27.980  0.080
H 7.551 20.656 29.763  0.079
H 9.362 21.457 30.473  0.108
C 16.563 14.479 21.913  -0.038
C 15.549 15.610 22.143  -0.430
C 14.976 15.844 23.585  -0.030
O 16.210 16.842 21.970  -0.141
H 16.763 14.313 20.855  0.081
H 16.201 13.494 22.209  0.083
H 17.499 14.700 22.426  0.084
H 14.821 15.499 21.339  0.105
H 14.364 14.970 23.807  0.061
H 14.313 16.689 23.772  0.056
H 15.632 15.653 24.434  0.080
H 17.139 16.622 21.875  0.070
C 17.698 19.207 28.492  -0.042
C 16.258 19.388 27.909  -0.460
C 16.096 20.810 27.347  -0.037
O 16.145 18.479 26.863  -0.057
H 18.415 19.206 27.670  0.078
H 17.907 18.279 29.023  0.070
H 17.879 20.039 29.172  0.074
H 15.508 19.153 28.665  0.112
H 16.579 20.904 26.374  0.069
H 16.493 21.706 27.824  0.085
H 15.059 20.993 27.064  0.051
H 15.500 17.790 27.041  0.098
C 7.894 21.377 18.162  -0.039
C 9.484 21.423 18.058  -0.407
C 10.129 20.490 16.983  -0.051
O 10.090 22.758 17.899  -0.094
H 7.575 20.337 18.228  0.059
H 7.575 21.692 17.169  0.072
H 7.377 21.807 19.020  0.065
H 9.842 21.127 19.044  0.093
H 11.184 20.269 17.143  0.055
H 10.147 20.905 15.975  0.075
H 9.577 19.552 17.038  0.066
H 11.001 22.790 18.200  0.023
C 13.483 18.003 17.745  -0.038
C 14.740 17.589 18.636  -0.432
C 16.009 17.448 17.758  -0.052
O 15.003 18.638 19.555  -0.151
H 13.093 17.181 17.145  0.071
H 13.670 18.795 17.020  0.079
H 12.646 18.205 18.414  0.055
H 14.434 16.678 19.150  0.120
H 15.835 16.580 17.121  0.077
H 16.941 17.294 18.302  0.072
H 16.231 18.322 17.145  0.079
H 14.972 19.421 19.001  0.088
C 14.033 27.616 22.277  -0.043
C 14.507 28.074 23.657  -0.508
C 14.710 29.693 23.733  -0.031
O 13.600 27.800 24.595  -0.057
H 14.666 28.104 21.536  0.074
H 13.026 27.988 22.088  0.075
H 14.013 26.544 22.081  0.065
H 15.426 27.584 23.977  0.132
H 15.490 30.024 23.048  0.059
H 15.064 30.012 24.713  0.063
H 13.721 30.097 23.513  0.067
H 12.720 28.065 24.317  0.046

Force components x, y, z for each atom (eV/Å):
Be -1.46 0.57 0.98
C 0.71 0.55 -1.25
C 0.97 0.10 1.57
C 0.00 -0.54 -0.01
C 1.02 0.03 -0.86
C 0.75 0.49 0.58
C -0.04 -0.63 0.77
N -0.93 -0.29 -0.83
O 0.14 -0.11 0.35
C -0.82 0.21 -0.62
C -0.17 -1.33 -0.10
C 0.59 -0.49 0.36
H 0.09 0.67 -0.38
H -0.84 -0.09 0.30
H -0.55 -0.22 -0.07
H 0.31 -0.51 -0.16
H -0.44 0.83 0.23
H 0.41 -0.25 0.00
H -0.42 -0.25 -0.69
H 0.08 0.88 -0.32
H -0.62 0.17 0.17
H 0.05 -0.48 -0.18
H 0.63 -0.38 0.01
H -0.03 0.39 -0.08
H 0.15 -0.26 0.29
H 0.02 -0.24 -0.38
H 0.06 0.21 -0.06
H -0.08 0.11 0.12
H -0.65 0.08 0.22
H 0.49 0.61 0.35
C 1.30 0.32 1.04
C 0.86 -0.16 -0.87
O -0.93 -0.23 0.53
H -0.31 -0.35 -0.16
H -0.30 0.38 0.18
H -0.42 -0.01 -0.35
H -0.21 -0.05 -0.41
H -0.01 -0.40 -0.14
H 0.08 0.50 0.20
C 0.12 -0.63 -0.10
C 1.79 0.28 0.04
O 1.11 1.50 -0.53
H -0.32 0.10 0.61
H -0.67 0.22 0.08
H -0.41 -0.28 -0.16
H 0.00 -0.46 -0.13
H -0.11 0.01 0.38
H -0.28 0.19 -0.09
C 0.82 1.20 0.98
C 0.58 -1.78 -1.62
O -1.38 0.28 0.99
H -0.56 0.22 0.00
H 0.09 0.32 -0.27
H 0.12 -0.58 -0.50
H 0.41 -0.09 0.00
H 0.10 0.47 0.39
H -0.10 -0.05 0.01
C 0.30 0.20 -0.92
C -2.64 -1.82 -1.75
O 0.82 0.73 1.74
H 0.13 -0.26 -0.11
H 0.03 0.92 0.09
H 0.49 0.15 0.60
H 0.70 0.08 0.93
H 0.49 -0.10 0.05
H -0.48 0.19 -0.55
O 0.12 -0.17 -0.22
H 0.37 -0.03 -0.05
H -0.55 0.11 -0.02
O -0.11 0.18 -0.77
H 0.15 -0.31 0.77
H 0.20 0.03 0.20
O 0.22 -0.32 -0.80
H -0.25 0.42 -0.10
H 0.28 -0.17 0.41
C -0.49 -0.07 -0.26
C 0.33 -0.14 2.39
C -0.03 0.20 -1.07
O 0.96 0.47 -0.11
H -0.12 -0.13 -0.08
H 0.13 -0.13 -0.09
H -0.05 -0.10 0.07
H -0.38 -0.41 -0.54
H -0.16 -0.15 -0.37
H 0.12 0.51 -0.22
H 0.09 0.16 -0.02
H -0.33 -0.19 0.30
C -0.80 0.46 -1.47
C -2.09 -0.71 -0.71
C 1.87 -0.25 -1.66
O -0.23 -0.16 1.44
H 0.31 -0.01 -0.19
H 1.16 0.11 0.35
H 0.18 0.02 0.26
H -0.32 0.17 1.18
H 0.15 -0.24 0.12
H 0.01 0.30 -0.10
H -0.16 0.32 0.83
H -0.06 0.08 -0.08
C 1.54 -1.19 -0.85
C -1.02 0.03 -0.91
C -1.15 0.64 -1.11
O 1.35 0.73 1.26
H -0.26 0.04 -0.09
H -0.15 -0.07 0.31
H -0.05 0.10 0.13
H -1.26 0.04 0.46
H 0.39 0.44 -0.51
H 1.18 0.09 0.88
H -0.66 -0.95 0.22
H 0.08 0.01 0.16
C -0.14 0.82 0.10
C -2.25 -1.69 -0.46
C -0.13 0.72 0.13
O 0.05 -1.06 0.39
H 0.32 0.38 -0.16
H 0.90 -0.32 -0.15
H 0.03 -0.24 -0.10
H -0.46 -0.07 -0.33
H 0.48 0.13 -0.34
H -0.13 -0.09 0.20
H -0.33 0.36 0.05
H 0.47 0.12 0.53
C -0.49 -0.32 0.29
C 0.10 0.50 1.64
C -1.20 -3.16 -0.22
O 1.24 1.22 -1.32
H 0.09 0.56 -0.17
H -0.11 0.10 0.51
H 0.07 -0.17 0.14
H -0.61 0.21 0.46
H -0.85 -0.25 -0.20
H 0.53 0.24 -0.57
H 1.03 0.84 -0.41
H 0.23 0.47 -0.17
C -0.65 0.45 -0.01
C 1.93 0.81 1.38
C -0.43 0.12 -1.18
O -0.51 -1.06 -1.57
H -0.03 0.38 -0.10
H -0.55 -0.12 0.08
H 0.32 -0.03 0.00
H 0.10 0.41 0.12
H 0.41 -0.61 -0.23
H -0.17 -0.48 0.96
H -0.26 0.09 0.40
H -0.01 0.07 0.09
C 1.72 -0.46 -1.40
C 1.44 0.82 0.79
C -0.85 0.07 0.64
O -2.42 -0.33 -0.69
H 0.41 -0.34 -0.14
H -0.70 0.50 0.29
H 0.56 0.83 -0.26
H 0.05 -0.58 0.10
H 0.00 0.15 0.67
H -0.70 0.15 0.02
H 0.10 -0.24 -0.45
H 0.31 -0.55 0.49
C 0.47 -1.09 0.69
C -0.19 1.12 -2.16
C -0.54 -0.95 0.14
O -0.32 -0.02 0.65
H 0.41 -0.39 -0.08
H 0.15 0.33 0.40
H 0.12 0.58 0.03
H 0.51 0.06 0.31
H 0.30 0.04 -0.35
H -0.27 -0.25 0.47
H -0.56 0.14 -0.11
H -0.02 0.58 0.29
C 0.52 0.78 -0.36
C 1.41 2.49 -1.30
C 0.55 -2.03 -0.64
O -1.98 -1.50 2.77
H 0.07 -0.21 -0.27
H -0.17 0.10 0.14
H 0.20 -0.05 0.39
H 0.23 0.00 -0.30
H -0.30 0.18 -0.40
H -0.37 -0.32 0.19
H 0.19 0.37 -0.10
H -0.48 0.05 -0.10

Output
2S+1: 2
HOMO (alpha / beta): -0.213 / -0.205 Eh
⟨S²⟩: 0.7553
DFT total energy: -84261.883 eV

---

# 2
This record from the Open Molecules 2025 dataset describes C26H20IInN10S4 as an isolated structure at a distorted geometry. The level of theory is the ωB97M-V functional and the def2-TZVPD basis.

Last column: Löwdin charge in e.
Atoms and positions in Å:
In 9.872 11.822 9.285  0.251
C 12.855 9.153 11.365  -0.009
C 11.869 9.799 10.404  -0.238
N 10.912 10.624 10.783  -0.079
N 10.776 10.921 12.098  -0.002
C 9.648 11.551 12.411  -0.840
N 9.562 12.026 13.669  0.081
S 8.281 11.865 11.345  0.604
C 11.934 9.518 8.970  -0.200
C 12.749 8.506 8.405  0.002
C 12.675 8.283 7.039  -0.035
C 11.821 9.075 6.249  -0.022
C 11.089 10.101 6.855  -0.111
N 11.146 10.316 8.169  0.028
H 12.608 9.541 12.354  0.066
H 13.889 9.409 11.119  0.086
H 12.758 8.061 11.394  0.089
H 10.290 11.713 14.330  0.121
H 8.745 12.508 14.021  0.097
H 13.383 7.879 9.041  0.120
H 13.250 7.476 6.577  0.118
H 11.725 8.881 5.174  0.116
H 10.443 10.768 6.285  0.104
S 11.051 13.976 9.991  0.652
C 9.837 14.979 9.288  -0.686
C 9.729 16.255 9.857  -0.070
C 8.800 17.181 9.366  -0.178
C 8.702 18.444 10.005  -0.178
N 8.678 19.479 10.556  0.165
C 7.931 16.840 8.274  -0.190
C 7.975 15.551 7.724  -0.074
C 8.909 14.620 8.202  -0.672
S 8.918 13.100 7.352  0.651
C 6.988 17.761 7.756  -0.189
N 6.204 18.518 7.328  0.161
H 10.361 16.526 10.703  0.118
H 7.305 15.302 6.894  0.118
N 11.523 14.809 6.110  0.105
C 12.443 13.841 6.245  -0.691
N 12.635 13.194 7.376  0.069
C 13.742 12.378 7.266  -0.293
C 14.329 11.631 8.328  -0.028
C 15.484 10.913 8.053  -0.107
C 16.062 10.935 6.777  -0.111
C 15.520 11.669 5.716  -0.106
C 14.356 12.383 5.956  -0.479
S 13.473 13.438 4.874  1.058
H 10.792 14.819 6.831  0.048
H 11.282 15.225 5.213  0.110
H 13.855 11.666 9.305  0.106
H 15.976 10.294 8.822  0.106
H 16.948 10.316 6.597  0.100
H 15.977 11.643 4.722  0.109
I 5.909 6.479 8.224  0.859
C 6.873 8.311 8.163  -0.767
C 6.451 9.404 7.442  -0.151
N 7.290 10.396 7.715  -0.011
N 8.273 10.003 8.568  -0.037
C 7.988 8.732 8.869  -0.180
H 5.601 9.492 6.787  0.123
H 7.262 11.384 7.398  0.074
H 8.600 8.119 9.516  0.120

Force components x, y, z for each atom (eV/Å):
In -0.59 0.90 -0.07
C -0.76 0.36 0.01
C -0.56 0.58 1.10
N 1.56 -1.72 0.65
N -0.01 0.01 -0.07
C -0.53 0.59 -0.74
N 0.79 -0.69 0.71
S 0.58 -0.10 0.30
C -0.20 0.37 -1.68
C -0.63 0.47 0.57
C -0.54 0.35 -0.43
C 0.22 -0.19 0.08
C 0.47 -0.46 0.11
N 1.05 -1.09 0.39
H 0.20 -0.10 -0.05
H -0.12 0.00 -0.11
H -0.02 0.18 -0.15
H -0.72 0.46 -0.61
H 0.24 -0.30 -0.36
H -0.28 0.38 -0.24
H -0.14 0.32 0.16
H 0.07 0.22 0.53
H 0.15 -0.13 0.09
S -0.23 -0.86 -0.08
C -1.14 -0.03 -0.83
C -0.83 0.45 -0.63
C -0.35 -1.09 -0.85
C 0.01 3.08 1.48
N -0.01 -2.50 -1.33
C 0.86 -0.62 0.83
C 0.69 0.54 0.59
C 0.47 1.12 0.89
S 0.16 -0.94 0.13
C -1.98 2.14 -0.92
N 1.65 -1.63 0.85
H -0.17 -0.09 -0.29
H 0.29 0.03 0.42
N -1.03 0.51 0.19
C 0.06 -0.53 0.80
N 0.15 0.40 -1.32
C 0.87 -0.18 -0.64
C -0.49 0.62 -1.15
C 0.24 -0.23 -0.01
C 0.24 -0.36 -0.29
C -0.05 -0.34 0.18
C -0.02 -0.32 1.19
S 0.20 -0.23 0.64
H 0.57 0.12 -0.55
H 0.27 -0.43 0.48
H 0.16 -0.01 -0.10
H -0.37 0.46 -0.33
H -0.31 0.37 0.06
H -0.09 0.06 0.43
I 0.19 0.14 0.01
C -0.76 -0.36 -0.20
C -0.50 -0.44 -0.04
N 0.73 0.66 0.15
N -0.71 -0.02 -0.12
C 0.69 0.34 -0.20
H 0.03 0.19 -0.03
H 0.21 -0.79 0.34
H 0.07 0.36 0.06

Output
2S+1: 1
ΔE to the lowest compared entry with this formula, charge and spin: 0.000 eV
HOMO: -0.272 Eh
DFT total energy: -98804.857 eV

---

# 3
This record from the Open Molecules 2025 dataset describes a 2-piece molecular cluster, C11H15N overall at a distorted geometry. The level of theory is the ωB97M-V functional and the def2-TZVPD basis.

Last column: Löwdin charge in e.
Atoms and positions in Å:
C -0.487 4.367 0.781  -0.050
C -0.554 2.923 1.155  -0.235
C -1.563 2.384 1.887  -0.058
N -1.418 1.009 1.939  0.070
C -0.293 0.647 1.244  -0.219
C 0.271 -0.596 0.999  -0.025
C 1.415 -0.656 0.213  -0.094
C 1.981 0.530 -0.273  -0.104
C 1.410 1.776 -0.079  -0.022
C 0.267 1.834 0.724  -0.140
H -0.991 4.558 -0.160  0.076
H 0.531 4.737 0.646  0.075
H -0.941 4.972 1.554  0.071
H -2.385 2.860 2.398  0.122
H -1.918 0.409 2.567  0.148
H -0.214 -1.508 1.326  0.106
H 1.728 -1.620 -0.128  0.075
H 2.848 0.426 -0.918  0.096
H 1.805 2.592 -0.667  0.108
C -0.739 -3.588 -2.282  -0.164
C 0.388 -4.296 -1.509  -0.163
H -1.569 -4.283 -2.366  0.055
H -1.110 -2.703 -1.774  0.054
H -0.419 -3.345 -3.294  0.060
H 1.148 -3.568 -1.244  0.037
H 0.818 -5.087 -2.123  0.060
H -0.009 -4.778 -0.616  0.061

Force components x, y, z for each atom (eV/Å):
C 0.52 -0.02 -0.09
C -0.55 0.38 -0.10
C 0.19 -0.44 0.20
N -0.25 -0.06 0.25
C 0.39 0.42 0.06
C 0.08 -0.46 -0.34
C -1.08 0.72 0.48
C 0.29 -0.28 -0.64
C 0.07 -0.98 -0.13
C 0.16 0.34 -0.22
H -0.23 0.04 -0.18
H 0.11 -0.16 0.12
H -0.21 0.21 0.12
H 0.01 0.04 -0.04
H -0.05 -0.04 -0.05
H 0.01 0.02 0.07
H 0.59 -0.30 0.08
H -0.05 0.17 0.01
H -0.02 0.38 0.40
C 0.17 -0.72 0.15
C -0.55 0.31 -0.30
H -0.27 -0.01 -0.16
H 0.11 0.17 0.01
H -0.01 0.23 0.02
H 0.26 -0.18 0.14
H 0.18 0.05 -0.01
H 0.12 0.16 0.15

Output
2S+1: 1
ΔE to the lowest compared entry with this formula, charge and spin: 0.270 eV
HOMO: -0.287 Eh
DFT total energy: -13140.521 eV